{
  "formula": "C20H16N6O8P2S2SeW",
  "method": "ωB97M-V with the def2-TZVPD basis set",
  "total_charge": 2,
  "lumo_energy_ev": -8.32,
  "e_above_lowest_kj_mol": 0.0,
  "total_energy_ev": -153736.7024,
  "elements": ["H", "H", "H", "S", "H", "O", "O", "N", "H", "C", "N", "H", "H", "C", "O", "N", "C", "C", "C", "C", "H", "H", "N", "O", "H", "C", "O", "C", "H", "P", "C", "H", "O", "C", "C", "C", "H", "P", "C", "N", "C", "W", "H", "Se", "C", "C", "C", "C", "O", "H", "O", "N", "S", "C", "H", "C"],
  "positions_angstrom": [[1.2660, 3.0109, 1.3590], [-4.6793, 1.6052, 2.8263], [1.5024, -0.5389, 3.5232], [-5.4517, 1.5679, 0.1399], [1.5302, 0.0518, -2.8760], [-0.7926, -1.5838, 2.7934], [0.7950, -0.1676, 4.0633], [0.3503, -0.8280, -0.7221], [-5.3690, 1.7126, -2.3075], [-2.4133, 1.3992, -2.3705], [-2.9622, 1.2668, -0.0415], [3.6525, 3.1618, 2.0405], [1.6272, 1.5859, -1.9793], [0.4061, -2.8658, -1.9535], [-0.5730, 0.8123, 2.1685], [1.4547, 1.1231, 0.5589], [-3.7896, 1.2215, 2.3303], [3.6138, 0.0771, 0.6439], [4.3938, -1.1001, 0.2797], [3.2917, 2.2699, 1.5491], [-3.6834, 0.1776, 2.6303], [-1.3090, -1.5900, -1.6797], [5.6592, -1.2484, 0.5757], [-1.6855, 0.2883, 4.3909], [-1.6804, -4.0570, 1.2204], [2.3815, -2.1066, -0.8416], [-0.6966, 2.5695, 0.2816], [-3.4317, 1.4152, -1.3316], [-2.9327, 1.7923, 2.6814], [-0.6534, -0.1506, 3.4828], [1.7328, -3.0611, -1.6277], [5.1757, 1.2230, 1.5744], [-1.2567, -3.2164, 0.9906], [1.9549, 2.1985, 1.1702], [-4.7699, 1.5808, -1.4219], [1.6504, -1.0013, -0.4254], [-0.1312, -3.5770, -2.5642], [-1.9447, -1.9919, 1.7141], [-2.5236, 1.6928, -3.6865], [-1.1234, 1.1158, -1.9494], [3.7864, -2.1746, -0.4548], [-0.7971, 0.8873, 0.3095], [2.2798, -3.9290, -1.9732], [6.1689, -2.8094, -0.0901], [-0.2545, 1.2459, -2.9393], [4.1305, 1.2035, 1.2933], [1.2318, 1.1013, -2.8697], [-3.9340, 1.3303, 0.8569], [-1.8087, -0.8258, 0.6803], [-3.4102, 1.9531, -4.2406], [-3.2594, -2.2139, 2.2856], [4.5663, -3.1831, -0.7478], [-0.9827, 1.6617, -4.4108], [-0.2599, -1.7470, -1.4718], [1.6868, 1.5751, -3.7374], [2.2704, 0.0890, 0.2999]]
}


{
  "formula": "C20H17Br6N3O6",
  "method": "ωB97M-V with the def2-TZVPD basis set",
  "lumo_energy_ev": -1.09,
  "e_above_lowest_kj_mol": 281.4,
  "total_energy_ev": -458013.8447,
  "elements": ["H", "C", "C", "O", "Br", "C", "H", "H", "O", "H", "N", "Br", "C", "H", "Br", "N", "C", "O", "C", "Br", "O", "C", "C", "C", "H", "H", "H", "C", "H", "C", "H", "H", "H", "O", "C", "C", "C", "C", "N", "C", "H", "C", "Br", "C", "C", "H", "H", "C", "Br", "H", "H", "O"],
  "positions_angstrom": [[3.3435, 3.4611, -9.1645], [-0.7850, 1.3675, 5.6429], [-9.8505, 3.6308, 3.4043], [6.9362, -3.4715, -1.5975], [4.9180, 4.6418, -11.1046], [9.4061, -7.1338, -3.9015], [0.5316, 2.5880, 4.6628], [-8.6630, 3.8751, 5.2309], [-2.6233, 0.6508, 7.6477], [7.8167, -7.4971, -5.3974], [-2.1241, -0.2743, 7.0172], [3.8213, 5.8295, -8.2324], [7.3060, -5.9854, -4.0667], [-10.7472, 3.4341, 3.9731], [1.7920, 4.8846, -10.4789], [6.6794, -4.0600, -2.6523], [3.4883, 4.4523, -9.5942], [-11.9986, 2.6440, 2.0245], [0.3053, 1.0727, -3.1227], [-1.3494, 1.7304, -2.0517], [-10.9843, 2.8198, 0.0657], [-0.5428, -1.0494, 5.3448], [-1.1908, 0.0256, 5.9613], [9.8261, -6.1695, -2.9893], [-8.4365, 3.2024, 0.3760], [0.3223, -0.0117, -3.0130], [1.6729, 0.5659, 3.4525], [8.1606, -7.0106, -4.4966], [-6.7902, 4.4593, 4.1282], [8.9568, -5.1588, -2.5897], [10.8200, -6.3769, -2.6212], [9.3590, -4.4876, -1.8453], [6.3903, -5.9817, -4.6394], [-2.1825, -1.4744, 7.3694], [-7.6328, 4.1750, 3.5153], [0.8446, 0.4594, 4.1373], [7.6331, -5.0720, -3.0794], [-8.5880, 3.3774, 1.4309], [-11.0007, 2.8003, 1.3244], [-7.4492, 3.7762, 2.1548], [-1.1036, 2.2643, 6.1534], [-8.7582, 3.9028, 4.1555], [2.0303, 1.6716, -2.3319], [0.2555, 1.5531, 4.8010], [-9.8073, 3.2806, 2.0454], [0.9648, -1.6601, 3.8406], [10.1574, -7.8944, -4.0545], [0.4463, -0.8659, 4.3571], [0.2891, 1.3222, -5.1430], [-6.5123, 3.7597, 1.6178], [-0.9223, -2.0481, 5.5029], [5.5693, -3.9952, -3.1703]]
}


{
  "formula": "C20H17Cl2N5PPdSe2",
  "method": "ωB97M-V with the def2-TZVPD basis set",
  "total_charge": 1,
  "lumo_energy_ev": [-5.26, -5.26],
  "total_energy_ev": -196966.2675,
  "elements": ["C", "H", "H", "C", "N", "H", "C", "C", "N", "H", "H", "N", "H", "H", "C", "Pd", "N", "C", "H", "H", "H", "P", "C", "Se", "C", "Cl", "H", "H", "C", "C", "C", "C", "H", "Cl", "C", "C", "C", "C", "H", "C", "N", "H", "H", "Se", "C", "H", "C", "C"],
  "positions_angstrom": [[3.4694, -4.1472, 2.5553], [-4.5344, 3.6438, 0.5716], [4.1112, -0.0879, 0.1435], [2.5623, -3.1344, 2.2844], [-0.4942, 2.0664, -0.8620], [5.2359, -4.0888, -0.3343], [3.6389, 0.6267, 0.8053], [-3.6244, 3.7893, 0.0083], [-6.4116, -2.5646, -2.8447], [-4.1776, 5.7198, -0.7277], [0.7768, 1.1266, 2.5476], [-4.2068, -3.0654, -3.2924], [5.1372, -5.2809, 1.8277], [-7.0838, -2.0155, -2.3401], [2.3513, 0.4000, 1.2883], [-0.7533, 0.3186, -0.1277], [-4.7943, -1.3952, -1.7455], [2.4442, 2.4786, 2.4924], [1.8015, -2.8810, 3.0136], [-4.4753, -3.7784, -3.9449], [1.9824, 3.1932, 3.1610], [1.4872, -1.0957, 0.7533], [-3.4032, 4.9622, -0.7246], [1.0417, -0.8954, -1.3519], [4.3190, 1.7795, 1.1593], [-2.8075, 1.3965, 0.8931], [3.4192, -4.6765, 3.4974], [3.6197, -2.2996, -0.8325], [-1.2377, 4.2511, -1.4365], [-2.2386, 5.2060, -1.4341], [4.4340, -4.4863, 1.6165], [-5.1104, -2.3301, -2.6169], [-3.2262, -2.9273, -3.1128], [0.1919, 4.5425, -2.2871], [1.7595, 1.3240, 2.1391], [-3.5053, -1.2055, -1.5473], [4.4911, -3.8172, 0.4016], [-1.4192, 2.9908, -0.7537], [5.3173, 1.9513, 0.7798], [3.7203, 2.7091, 2.0008], [-2.3783, -1.0205, -1.3475], [-6.7289, -3.2552, -3.4981], [4.2559, 3.6063, 2.2815], [-0.4247, -1.3514, 1.7287], [-2.6425, 2.8429, -0.0153], [-2.1031, 6.1319, -1.9731], [3.5864, -2.8037, 0.1270], [2.6271, -2.4532, 1.0734]]
}


{
  "formula": "C20H17Cl5CrN3O7S2",
  "method": "ωB97M-V with the def2-TZVPD basis set",
  "spin_multiplicity": 4,
  "lumo_energy_ev": [-0.72, -0.31],
  "total_energy_ev": -152521.1073,
  "elements": ["H", "H", "N", "C", "C", "Cr", "C", "H", "H", "O", "C", "C", "O", "Cl", "O", "Cl", "C", "Cl", "O", "C", "C", "S", "H", "N", "H", "H", "C", "H", "C", "C", "C", "S", "C", "N", "H", "H", "C", "H", "H", "C", "O", "Cl", "C", "Cl", "C", "H", "C", "H", "H", "C", "C", "O", "O", "H", "H"],
  "positions_angstrom": [[0.7561, 3.4749, -0.9522], [0.5679, 4.0706, 2.6890], [-2.0077, 0.1899, 0.2232], [2.9599, 1.0909, -2.4525], [-7.8650, -2.8694, 0.6142], [0.0005, -0.2058, 0.2988], [-0.3095, 3.3590, -0.7717], [0.0622, 5.1675, 1.3748], [1.4799, 4.0949, 1.1535], [-1.6171, -2.8613, 0.2151], [-4.6374, -0.2406, -0.3529], [-3.0930, -0.4992, 3.6985], [0.2206, 1.6566, 1.2190], [2.2228, -0.7733, 0.9408], [-3.6293, 2.1282, -0.0064], [2.0123, 1.9268, -3.6137], [4.3364, 0.9768, -2.5930], [6.8023, 0.1490, -1.8161], [-0.5314, -3.8925, -1.3403], [-2.1427, -0.1617, 1.5401], [-4.4244, -1.6099, -0.3543], [-3.2706, 0.8633, -0.6056], [-3.9163, -0.4067, 4.3942], [-0.9911, -0.7392, 1.9545], [-1.8096, -1.5494, 5.0846], [-7.5911, -3.4650, 1.4861], [-5.8865, 0.2931, -0.0848], [-6.0149, 1.3679, -0.0814], [4.4658, -0.2519, -0.5285], [-0.8804, -1.2128, 3.1929], [5.1013, 0.2998, -1.6364], [-0.6004, 2.9159, 0.9473], [-1.9178, -1.1382, 4.0923], [-0.7080, -2.9389, -0.6161], [-3.4360, -2.0048, -0.5406], [-8.0700, -3.5625, -0.2027], [-5.4799, -2.4517, -0.0548], [-4.0857, 0.5697, 2.1198], [-7.9164, -0.1572, 0.4266], [-6.7417, -1.9409, 0.2451], [-2.8912, 0.8804, -1.9871], [5.1162, 1.6804, -3.9478], [2.2805, 0.5057, -1.3633], [5.3573, -1.0772, 0.6825], [-6.9360, -0.5623, 0.2098], [-5.3152, -3.5221, -0.0406], [0.4987, 4.1982, 1.6115], [-8.7727, -2.3140, 0.8420], [-0.8508, 4.2869, -0.9566], [-3.2113, 0.0213, 2.4263], [3.0949, -0.1307, -0.4066], [0.1462, -1.9470, -0.7068], [1.0005, 0.5695, -1.2222], [0.0708, -1.6551, 3.4614], [-0.7130, 2.5820, -1.4099]]
}